(1)
DFT (ωB97M-V/def2-TZVPD) results for a single C18H22N4O3S2 molecule at a distorted geometry.

For the HOMO-LUMO gap, the calculation gives 8.451 eV. The HOMO energy comes out at -8.512 eV. Its SMILES is Cc1cc(C)cc(C(=O)Nc2nnc(SCC(=O)NC[C@H]3CCCO3)s2)c1. Its energy above the lowest of the compared OMol25 structures with the same formula, charge and spin is 69.7 kJ/mol.

XYZ file:
```
49
Properties=species:S:1:pos:R:3:forces:R:3:mulliken_charge:R:1
C 4.457 -1.088 4.658 0.0399 0.0498 -0.0164 -1.58
C 4.016 -1.729 3.378 0.0278 -0.0043 -0.0217 0.65
C 4.901 -2.511 2.645 -0.2288 0.0342 -0.0441 -0.60
C 4.523 -3.122 1.456 -0.0688 0.0425 0.0631 0.86
C 5.497 -3.954 0.682 0.0390 0.0519 -0.0482 -1.49
C 3.229 -2.932 0.995 -0.1656 0.1404 0.0934 -0.95
C 2.333 -2.134 1.700 0.4893 -0.2023 0.0946 0.63
C 0.972 -1.988 1.146 -0.0811 0.3131 0.1545 0.67
O 0.452 -2.793 0.398 0.2445 -0.1798 -0.0352 -0.69
N 0.293 -0.849 1.514 0.4432 -0.0663 0.2194 -0.10
C -0.972 -0.608 1.067 -0.8523 -0.3937 -0.6136 0.41
N -1.649 0.449 1.362 1.6029 0.0539 0.8010 -0.93
N -2.863 0.462 0.816 -1.1790 -0.1966 -0.4561 -0.12
C -3.119 -0.584 0.095 0.4983 -0.2316 0.1903 0.46
S -4.596 -0.868 -0.751 -0.5048 -0.0751 -0.2650 -0.12
C -5.507 0.683 -0.425 0.3203 -0.2369 -0.1583 -0.80
C -4.976 1.790 -1.332 -0.1284 -0.0483 0.5103 0.56
O -5.454 2.013 -2.423 -0.2206 -0.0625 -0.4272 -0.64
N -3.952 2.474 -0.789 0.3118 0.2183 0.1384 -0.06
C -3.140 3.384 -1.558 0.3408 0.2172 -0.2308 -1.06
C -1.771 2.755 -1.889 -0.4150 -0.1442 0.3472 0.35
C -1.910 1.516 -2.800 0.0498 0.0596 0.0589 -0.14
C -1.008 1.838 -3.994 0.0534 0.2408 0.1044 -0.58
C -0.966 3.365 -3.947 0.0202 -0.1472 -0.3016 -0.51
O -0.948 3.686 -2.570 0.0723 0.1638 0.1291 -0.50
S -1.801 -1.749 0.027 -0.5697 0.8538 0.2055 -0.09
C 2.729 -1.540 2.896 -0.0268 -0.0995 -0.2120 -0.84
H 5.101 -1.759 5.223 0.0322 -0.0048 0.0900 0.39
H 5.024 -0.182 4.444 0.0328 0.0625 0.0667 0.32
H 3.604 -0.817 5.275 -0.0174 0.0298 0.0824 0.36
H 5.905 -2.656 3.017 0.1290 -0.0376 0.0622 0.43
H 6.163 -4.494 1.351 0.0577 -0.0680 -0.0037 0.39
H 6.108 -3.313 0.046 0.0700 -0.0316 -0.0643 0.30
H 4.978 -4.666 0.046 0.0221 -0.0763 -0.0531 0.37
H 2.895 -3.397 0.080 -0.0324 -0.0718 -0.0836 0.46
H 0.719 -0.136 2.089 -0.0158 -0.0702 -0.1033 0.23
H -6.540 0.457 -0.687 0.0730 0.0554 0.0159 0.43
H -5.407 0.916 0.632 -0.0826 0.0228 0.0218 0.39
H -3.541 2.112 0.069 -0.2396 -0.0605 -0.1496 0.40
H -2.979 4.306 -0.993 -0.0314 -0.0240 -0.0938 0.20
H -3.680 3.617 -2.479 0.0779 0.0499 0.0795 0.45
H -1.265 2.516 -0.945 -0.0542 -0.0142 -0.0981 0.19
H -1.606 0.603 -2.292 -0.0459 -0.0527 0.0083 -0.03
H -2.945 1.404 -3.122 -0.0517 -0.0531 0.0230 0.32
H -1.401 1.461 -4.934 0.0138 -0.0521 -0.0629 0.33
H -0.007 1.436 -3.837 0.0234 0.0064 -0.0538 0.26
H -0.071 3.798 -4.396 -0.0766 0.0015 -0.0353 0.36
H -1.856 3.792 -4.430 0.0672 -0.0099 -0.0155 0.26
H 2.033 -0.959 3.485 -0.0641 0.0473 0.0874 0.39
```
Positions in Å, forces in eV/Å.


(2)
DFT (ωB97M-V/def2-TZVPD) results for 3 unconnected molecules or ions with the total composition C11H24F2N2O4S at a distorted geometry.

For the HOMO-LUMO gap, the calculation gives 9.931 eV. The HOMO energy comes out at -9.492 eV. Its SMILES is NCN(CCF)S(=O)(=O)F.C1CCOC1.C1CCOC1.

XYZ file:
```
44
Properties=species:S:1:pos:R:3:forces:R:3:mulliken_charge:R:1
N -2.415 0.263 1.816 0.6266 -0.0652 -1.1322 -0.58
C -1.156 0.229 1.030 -1.5826 0.6701 0.0133 0.48
N -0.009 0.052 1.952 1.7641 -2.0961 -0.5806 0.14
C 1.292 0.482 1.391 0.3636 1.7350 -0.7605 -0.59
C 1.833 1.714 2.261 -0.6046 -1.6170 0.4145 -0.32
F 0.712 2.266 2.913 0.9859 0.2922 -0.7492 -0.30
S 0.005 -1.454 2.722 -5.7113 -2.7006 4.2520 1.23
O -0.207 -1.254 4.176 2.3027 0.3306 -3.1029 -0.67
O -1.092 -2.357 2.257 3.1801 2.1916 -0.8182 -0.63
F 1.391 -2.328 2.557 -1.0177 1.7686 -0.4373 -0.24
H -3.029 -0.497 1.527 0.1700 0.2593 0.2534 0.24
H -2.867 1.156 1.625 -0.0543 -0.4452 0.2311 0.24
H -1.054 1.259 0.599 0.5267 -1.1498 0.2840 -0.45
H -1.183 -0.522 0.203 0.2107 0.4877 0.7059 0.26
H 2.060 -0.318 1.285 -0.6371 0.5085 0.3322 0.35
H 1.087 0.853 0.348 0.1896 -0.4201 0.9629 0.33
H 2.363 2.473 1.640 -0.4936 -0.5132 0.5821 0.27
H 2.466 1.282 3.073 -0.2012 0.6568 -0.6248 0.30
C -1.360 4.798 -2.499 -0.2149 -0.0157 -0.2598 -0.55
C -1.661 4.974 -1.022 0.1462 0.2373 0.2129 -0.65
C -1.707 3.537 -0.539 -0.1706 -0.2293 0.0363 -0.34
O -0.806 2.791 -1.368 -0.0607 0.2045 0.0197 -0.36
C -0.425 3.601 -2.489 0.2771 -0.0618 0.0109 -0.51
H -0.918 5.678 -2.966 0.0052 -0.0501 0.0213 0.33
H -2.279 4.550 -3.038 0.0593 0.0242 -0.0080 0.26
H -0.837 5.506 -0.537 -0.0622 -0.0184 0.0125 0.29
H -2.583 5.520 -0.823 0.0282 -0.0507 -0.0004 0.35
H -2.708 3.108 -0.661 -0.0447 0.0574 0.0565 0.22
H -1.409 3.437 0.508 0.0477 -0.0277 -0.0361 0.32
H 0.615 3.912 -2.342 -0.0049 0.0340 -0.0847 0.28
H -0.485 3.011 -3.405 0.0040 -0.0784 0.0984 0.27
C 0.785 -5.379 -1.112 -0.0135 -0.2517 -0.3095 -0.55
C 1.922 -4.891 -0.238 0.0582 -0.0050 0.4409 -0.47
C 2.278 -3.570 -0.891 0.0845 0.1745 -0.2741 -0.29
O 1.070 -3.051 -1.466 0.0803 -0.2683 0.1495 -0.39
C 0.072 -4.084 -1.450 -0.2762 0.2517 0.1308 -0.37
H 0.137 -6.106 -0.623 0.0043 0.0587 -0.0111 0.34
H 1.186 -5.834 -2.023 -0.0491 -0.0031 0.0334 0.26
H 1.559 -4.719 0.779 0.0453 -0.0014 -0.0334 0.19
H 2.764 -5.582 -0.187 -0.0126 0.0505 -0.0219 0.36
H 3.002 -3.708 -1.702 0.0768 -0.0128 0.0697 0.30
H 2.685 -2.848 -0.180 -0.0622 0.0506 -0.0578 0.12
H -0.665 -3.825 -0.682 -0.0350 -0.0798 -0.0157 0.20
H -0.433 -4.123 -2.417 0.0721 0.1176 -0.0059 0.31
```
Positions in Å, forces in eV/Å.


(3)
DFT (ωB97M-V/def2-TZVPD) results for 2 unconnected molecules or ions with the total composition C6H12.

For the HOMO-LUMO gap, the calculation gives 9.935 eV. The HOMO energy comes out at -8.707 eV. Its SMILES is CC1=CCCC1.[H][H]. Its energy above the lowest of the compared OMol25 structures with the same formula, charge and spin is 159.2 kJ/mol.

XYZ file:
```
18
Properties=species:S:1:pos:R:3:forces:R:3:mulliken_charge:R:1
C 1.738 -0.282 0.960 0.0360 -0.0313 -0.0374 -1.42
C 0.444 -0.018 0.254 -0.1757 -0.1153 -0.0109 0.53
C -0.232 -0.789 -0.604 0.0909 0.0216 0.1981 -0.34
C -1.658 -0.326 -0.788 -0.0325 0.0304 -0.0182 -0.60
C -1.808 0.745 0.317 -0.0642 0.0326 0.0031 -0.61
C -0.372 1.214 0.595 -0.0164 0.0344 0.0540 -0.69
H 1.503 -0.369 2.029 0.1459 0.0294 -0.1237 0.36
H 2.462 0.537 0.858 -0.1361 -0.1049 -0.0466 0.32
H 2.209 -1.217 0.647 -0.0816 0.1715 0.0014 0.35
H 0.160 -1.666 -1.113 -0.0770 0.0387 0.2926 0.39
H -2.352 -1.163 -0.637 0.0577 0.1773 -0.1119 0.30
H -1.855 0.076 -1.793 0.0754 -0.0250 0.1340 0.26
H -2.189 0.268 1.230 -0.0043 0.0776 -0.1960 0.26
H -2.495 1.554 0.048 0.1221 -0.1219 0.0404 0.31
H -0.078 2.036 -0.077 -0.0446 -0.0977 0.1237 0.25
H -0.215 1.571 1.619 -0.0742 -0.0928 -0.1129 0.32
H 2.230 -0.741 -1.692 0.1162 -0.1446 -0.1083 -0.17
H 2.544 -1.409 -1.791 0.0625 0.1200 -0.0815 0.17
```
Positions in Å, forces in eV/Å.


(4)
DFT (ωB97M-V/def2-TZVPD) results for 6 unconnected molecules or ions with the total composition C18H36O6 at a distorted geometry.

For the HOMO-LUMO gap, the calculation gives 9.807 eV. The HOMO energy comes out at -9.486 eV. Its SMILES is CC(C)=O.CC(C)=O.CC(C)=O.CC(C)=O.CC(C)=O.CC(C)=O. Its energy above the lowest of the compared OMol25 structures with the same formula, charge and spin is 126.8 kJ/mol.

XYZ file:
```
60
Properties=species:S:1:pos:R:3:forces:R:3:mulliken_charge:R:1
C -0.779 4.481 -0.096 0.1776 1.0974 0.7166 -0.92
C -0.303 5.370 1.094 2.1428 -0.5750 -0.3350 0.64
C 1.160 5.097 1.692 -2.7429 -0.0322 -0.1664 -0.86
O -0.888 6.329 1.509 -0.7487 -0.0694 -0.2317 -0.53
H -0.056 3.839 -0.521 1.6937 -0.1302 -0.3841 0.23
H -1.207 5.056 -0.929 -0.4136 -0.1717 0.6823 0.33
H -1.375 3.701 0.323 -1.4626 -0.0976 0.2893 0.25
H 1.125 5.278 2.758 -0.0358 0.2649 0.1786 0.31
H 1.726 5.872 1.211 0.8120 -0.0263 -0.2702 0.28
H 1.449 4.074 1.550 0.5888 -0.3127 -0.4877 0.26
C 3.430 1.453 -0.201 -0.1877 -0.1463 -0.2214 -0.77
C 3.450 1.466 -1.734 -0.6445 -0.1632 0.4473 0.78
C 4.578 2.194 -2.446 -1.2142 -0.6104 -0.8328 -1.25
O 2.564 0.892 -2.345 0.7433 0.3209 0.1800 -0.55
H 4.287 0.892 0.189 -0.0860 -0.0338 -0.1423 0.36
H 2.495 0.996 0.167 0.5086 0.1183 -0.2288 -0.03
H 3.524 2.452 0.230 0.0133 0.1057 -0.2230 0.35
H 5.322 1.478 -2.735 0.3602 -0.6624 -0.3278 0.33
H 5.079 2.855 -1.812 0.6001 1.2643 1.0469 0.39
H 4.227 2.703 -3.358 0.0280 -0.2620 0.4224 0.33
C 0.056 0.870 5.052 1.4323 0.0686 0.6644 -0.66
C 0.030 -0.274 6.012 2.2152 0.1833 0.4064 0.70
C -1.017 -1.269 5.733 -0.8269 -1.8117 -0.1386 -0.99
O 0.919 -0.404 6.852 -1.5719 -0.1187 -0.7044 -0.59
H -0.588 1.578 5.558 -0.3612 0.6391 -0.4559 0.29
H -0.301 0.537 4.082 -0.0250 0.4480 -0.1363 0.08
H 1.110 1.256 5.050 -1.1153 -0.1576 -0.2913 0.27
H -1.911 -0.927 5.202 0.4834 0.3456 -0.3199 0.32
H -1.435 -1.727 6.618 0.3555 -0.2755 0.4864 0.35
H -0.517 -2.082 5.135 -0.5571 0.6908 0.4409 0.23
C 0.023 1.585 -4.062 -2.2251 0.0559 1.1076 -0.60
C -0.695 0.212 -3.829 1.9407 0.8756 -0.7426 0.85
C -0.012 -1.001 -4.418 0.0808 0.6971 -1.1428 -1.04
O -1.644 0.101 -3.126 -1.5727 0.0587 1.0738 -0.55
H 0.229 1.751 -5.099 -0.0144 0.2725 -0.5915 0.39
H 0.927 1.627 -3.518 1.2863 -0.5550 0.3686 -0.09
H -0.549 2.418 -3.556 0.0516 -0.9034 -1.0516 0.22
H -0.486 -1.933 -4.057 0.4438 0.5262 -0.3460 0.26
H 1.029 -0.852 -4.123 0.1366 -0.6096 0.1238 0.23
H 0.014 -0.902 -5.547 -0.2344 -0.3652 1.1759 0.40
C -3.611 -5.487 -0.007 -0.4112 0.2295 -0.4031 -0.96
C -2.721 -6.200 -0.994 1.1648 0.2252 -1.0849 0.77
C -2.955 -5.850 -2.503 -1.0531 0.0415 1.3469 -1.01
O -1.793 -6.939 -0.715 -1.1626 0.5976 0.1764 -0.55
H -4.640 -5.849 -0.181 0.2591 0.2248 0.1177 0.31
H -3.608 -4.401 -0.261 -0.0188 -0.7267 0.2635 0.22
H -3.345 -5.647 1.036 0.1447 -0.0750 -0.1032 0.30
H -3.598 -6.619 -2.950 0.0121 0.3099 0.0499 0.28
H -2.018 -5.878 -2.974 1.3662 -0.3424 -0.6565 0.34
H -3.343 -4.836 -2.684 -0.2983 -0.4618 0.2890 0.31
C 0.571 -1.599 -0.360 0.1507 0.3950 -0.2595 -0.61
C 0.029 -0.696 0.730 1.5373 1.2556 1.0557 0.80
C -1.466 -0.440 0.887 0.6897 0.2200 0.8373 -0.94
O 0.839 -0.106 1.478 -1.9400 -1.2286 -1.4567 -0.63
H 0.267 -1.236 -1.355 -0.1420 0.1047 0.3455 -0.12
H 0.181 -2.632 -0.311 0.3886 0.3649 0.2511 0.38
H 1.673 -1.493 -0.320 -0.6178 -0.5994 0.0414 0.26
H -2.077 -0.888 0.121 -0.1113 0.1772 -0.4730 0.36
H -1.607 0.653 1.021 -0.0790 -0.7170 -0.3432 0.19
H -1.768 -0.901 1.836 0.0662 0.0618 -0.0331 0.29
```
Positions in Å, forces in eV/Å.


Number 1: DFT total energy -52797.2719 eV. Number 2: DFT total energy -39233.5581 eV. Number 3: DFT total energy -6415.2904 eV. Number 4: DFT total energy -31533.0740 eV.